Record 1
{
  "formula": "C4H13N2O",
  "method": "wB97M-V/def2-TZVPD",
  "species": ["C", "C", "O", "N", "H", "H", "H", "H", "H", "C", "C", "N", "H", "H", "H", "H", "H", "H", "H", "H"],
  "coordinates": [[0.15664, 0.16068, 3.25579], [-0.64850, 0.26620, 2.01492], [-0.31268, -0.23418, 0.93583], [-1.68628, 1.13088, 2.02447], [1.13064, 0.65246, 3.18912], [0.50246, -0.86588, 3.39614], [-2.21003, 1.10754, 1.16118], [-2.17016, 1.49767, 2.82270], [-0.33936, 0.52692, 4.15039], [-0.03647, -0.22623, -1.74613], [0.05476, -0.33232, -3.27134], [1.35693, -0.46676, -1.17227], [-0.37799, 0.72324, -1.39717], [-0.61754, -1.07016, -1.40259], [0.67047, -1.20038, -3.52792], [0.43474, 0.55805, -3.76625], [1.34569, -1.32404, -0.62992], [2.06895, -0.59013, -1.89077], [1.61520, 0.25023, -0.49599], [-0.93748, -0.56379, -3.65020]],
  "forces_ev_per_a": [[0.830, -0.788, 0.711], [0.335, 1.239, -0.506], [0.206, -0.325, 0.482], [-0.416, -0.502, -0.616], [-0.306, 0.529, -0.399], [-0.539, -0.161, 0.100], [-0.118, 0.225, 0.116], [0.268, -0.111, 0.351], [-0.092, -0.077, -0.033], [0.815, -0.941, -1.553], [-0.124, -0.246, 0.351], [-0.135, -0.068, 0.394], [-0.316, 0.274, 0.319], [-0.345, 0.347, 0.402], [0.004, 0.111, -0.138], [0.055, 0.024, 0.051], [-0.113, -0.188, 0.263], [-0.003, 0.350, -0.071], [0.051, 0.115, -0.091], [-0.060, 0.194, -0.132]],
  "mol_weight_g_mol": 105.16,
  "energy_ha": -344.74431,
  "total_charge": 1,
  "lumo_ev": -3.09,
  "orbital_gap_ev": 10.76,
  "relative_energy_kcal_mol": 14.1
}

---

Record 2
{
  "formula": "C4H13N2O",
  "method": "wB97M-V/def2-TZVPD",
  "species": ["N", "C", "C", "N", "C", "C", "O", "H", "H", "H", "H", "H", "H", "H", "H", "H", "H", "H", "H", "H"],
  "coordinates": [[-1.04767, -1.45880, -0.40945], [-1.56543, -0.43443, 0.56350], [-1.48009, 0.95328, -0.04813], [-0.19570, 1.17018, -0.66735], [0.94835, 1.19373, 0.23111], [1.90450, 0.07847, -0.10762], [1.34091, -1.15658, 0.36858], [-1.18211, -2.40852, -0.05465], [-0.03401, -1.29348, -0.51830], [-1.46442, -1.34808, -1.32932], [-2.58188, -0.68160, 0.81632], [-0.96664, -0.55606, 1.45035], [-2.24668, 1.05293, -0.82496], [-1.71791, 1.68447, 0.74571], [-0.23443, 1.97762, -1.26838], [1.46212, 2.15026, 0.19779], [0.61406, 1.05517, 1.25172], [2.87898, 0.27920, 0.32075], [1.97694, 0.01199, -1.18758], [2.03175, -1.75645, 0.65356]],
  "forces_ev_per_a": [[-0.626, 0.199, -0.154], [-0.048, -0.140, -0.337], [-0.295, 0.210, 0.167], [-0.165, -0.167, -0.255], [0.032, 0.076, -0.093], [0.077, 0.287, -0.049], [0.455, 0.139, 0.254], [-0.027, 0.164, -0.209], [0.183, -0.325, 0.285], [-0.332, -0.143, -0.061], [-0.415, -0.102, 0.037], [0.283, 0.075, 0.261], [0.037, 0.010, 0.139], [-0.034, -0.213, -0.125], [0.090, 0.047, -0.060], [0.108, 0.117, -0.100], [-0.017, 0.075, 0.399], [0.208, -0.225, 0.174], [0.299, 0.057, -0.231], [0.188, -0.141, -0.041]],
  "mol_weight_g_mol": 105.16,
  "energy_ha": -344.71234,
  "total_charge": 1,
  "lumo_ev": -3.01,
  "smiles": "[NH3+]CCNCCO",
  "orbital_gap_ev": 10.21,
  "relative_energy_kcal_mol": 34.2
}

---

Record 3
{
  "formula": "C4H13N2O",
  "method": "wB97M-V/def2-TZVPD",
  "species": ["C", "C", "C", "C", "N", "N", "H", "H", "H", "H", "H", "H", "H", "H", "H", "H", "H", "H", "H", "O"],
  "coordinates": [[0.02986, -0.47413, 3.03082], [-0.75725, -0.41148, 1.70109], [-0.02241, 0.48916, 0.66350], [0.94811, -0.10375, -0.10049], [0.83618, 0.16848, -1.57019], [-0.59893, 1.77820, 0.35071], [1.04041, -0.72988, 2.75001], [0.23200, 0.54545, 3.34134], [-0.52846, -0.96819, 3.77767], [-0.99739, -1.38643, 1.30150], [-1.69560, 0.00560, 1.87259], [1.87085, -0.70540, 0.05001], [1.73917, 0.38898, -2.10193], [0.30530, 1.21726, -1.51426], [0.28410, -0.43865, -2.11790], [-1.49619, 1.74577, 0.76580], [-0.06666, 2.51172, 0.76627], [-0.31813, -0.35782, -4.56467], [-0.65581, -2.05441, -4.35953], [-0.14913, -1.22048, -4.04236]],
  "forces_ev_per_a": [[0.326, 1.725, -1.986], [2.230, 0.738, 0.379], [-0.254, -1.678, 0.213], [0.258, 0.287, -1.219], [1.474, 7.054, 0.647], [0.798, -2.602, -0.891], [0.246, -1.333, 0.637], [-0.534, 0.413, 0.385], [0.097, -0.992, 0.859], [0.535, -0.303, -0.285], [-1.710, 1.105, 0.380], [-1.662, -0.322, 0.776], [-1.394, -0.647, 0.950], [1.170, -3.267, -0.550], [-0.980, -1.531, -0.856], [-1.177, 0.601, 0.200], [0.548, 0.569, 0.175], [-0.146, -2.829, 0.685], [1.058, 2.732, 0.284], [-0.883, 0.280, -0.783]],
  "mol_weight_g_mol": 105.16,
  "energy_ha": -344.62620,
  "total_charge": 1,
  "lumo_ev": -3.50,
  "orbital_gap_ev": 9.53,
  "relative_energy_kcal_mol": 88.3
}

---

Record 4
{
  "formula": "C4H13N2O2",
  "method": "wB97M-V/def2-TZVPD",
  "species": ["C", "N", "C", "O", "C", "N", "C", "H", "H", "H", "H", "H", "H", "H", "H", "H", "H", "H", "H", "H", "O"],
  "coordinates": [[-0.53056, 0.77413, 1.23285], [0.63416, -0.22533, 1.04174], [0.07099, -1.61799, 1.51653], [-0.99943, -1.84849, 0.71844], [-0.18666, 2.01655, 0.34671], [-0.36678, 1.76659, -1.11791], [0.79965, 1.31035, -1.89962], [-1.46657, 0.26420, 1.06313], [-0.35827, 1.25570, 2.20897], [0.66097, -0.30842, 0.01708], [0.89005, -2.26253, 1.27972], [-0.24967, -1.45663, 2.54224], [-0.88574, 2.80109, 0.47070], [0.82987, 2.22980, 0.65389], [-1.17560, 1.18198, -1.25137], [0.56321, 1.02772, -2.92479], [1.44815, 2.20484, -1.92933], [1.49809, 0.58886, -1.48204], [-0.88857, -2.93395, -0.23613], [0.25339, -3.15651, -1.28246], [-0.54069, -3.61194, -0.96835]],
  "forces_ev_per_a": [[2.824, 1.509, 0.000], [-3.293, -0.425, -0.077], [0.243, 1.507, -1.150], [-0.006, 1.166, 1.086], [-0.894, -2.564, -1.587], [1.083, -0.622, 0.095], [0.494, 1.787, 0.430], [-0.326, 0.411, 0.151], [-0.729, -0.950, 0.298], [0.379, -0.161, 0.262], [0.451, -0.948, 0.631], [0.355, -0.265, 0.280], [-0.374, 0.998, 1.149], [0.204, 0.665, -0.508], [-0.099, -0.213, -0.041], [-0.279, 0.049, 0.180], [-0.124, -0.237, -0.475], [-0.319, -0.737, 0.333], [0.991, -1.900, -2.107], [-0.190, -0.307, -0.089], [-0.393, 1.236, 1.138]],
  "mol_weight_g_mol": 121.16,
  "energy_ha": -420.04274,
  "lumo_ev": [0.82, -2.87],
  "orbital_gap_ev": [9.86, 6.17],
  "relative_energy_kcal_mol": 41.6,
  "multiplicity": 2
}

---

Record 5
{
  "formula": "C4H13N2O2",
  "method": "wB97M-V/def2-TZVPD",
  "species": ["O", "C", "C", "C", "C", "N", "N", "H", "H", "H", "H", "H", "H", "H", "H", "H", "H", "H", "H", "H", "O"],
  "coordinates": [[0.09621, -1.68265, 2.48553], [0.95363, -1.67524, 1.62969], [0.93620, -0.42708, 0.72036], [1.13232, -0.69424, -0.78449], [1.18867, 0.49166, -1.71969], [0.06453, 1.41463, -1.67013], [-0.52068, 0.06277, 0.85476], [1.63630, -2.49645, 1.39594], [1.62294, 0.31529, 1.18734], [0.27356, -1.36153, -0.96731], [1.95456, -1.46303, -1.01493], [1.30224, 0.12357, -2.78920], [2.21201, 0.93015, -1.80741], [0.18465, 2.33893, -1.30093], [-0.59037, 1.38422, -2.48396], [-1.19168, -0.69111, 1.12746], [-0.48942, 0.61788, 1.71191], [-0.82180, 0.64353, 0.06267], [-2.62353, 1.57474, 0.00719], [-2.31294, 1.78053, -1.55690], [-2.97155, 1.59026, -0.88177]],
  "forces_ev_per_a": [[1.023, -0.889, -0.207], [-1.406, 0.888, 0.021], [-0.045, -0.280, -0.740], [0.457, -2.228, 0.392], [1.378, -0.050, -2.901], [-1.254, -0.697, -0.180], [0.557, 0.203, 1.783], [0.273, -0.052, 0.303], [-0.555, -0.194, -0.495], [-0.173, 0.446, -0.589], [-0.588, 1.535, 0.634], [-0.906, -0.269, 1.127], [-0.730, 0.471, 1.305], [0.431, 0.285, -0.287], [1.368, 0.124, 0.974], [0.712, 0.327, -0.670], [-0.432, 0.308, -0.088], [0.261, -0.069, -0.566], [0.307, 0.443, -0.074], [0.115, 0.080, 0.675], [-0.795, -0.381, -0.417]],
  "mol_weight_g_mol": 121.16,
  "energy_ha": -419.90245,
  "total_charge": 1,
  "lumo_ev": -3.81,
  "orbital_gap_ev": 10.36,
  "relative_energy_kcal_mol": 77.2
}